(1)
The following is a quantum chemistry calculation of 11 unconnected molecules or ions with the total composition C4H30NO11 at a distorted geometry, from the OMol25 dataset.

The geometry in XYZ format:
```
46
Properties=species:S:1:pos:R:3
C -0.89468 2.09455 1.97564
C -0.35567 2.40038 0.61309
C 1.15155 1.94129 0.39613
C 1.36297 1.32775 -0.91436
O 1.90724 0.27237 -1.05724
N -1.09029 0.58438 2.00073
H -0.32278 2.22697 2.92843
H -1.81527 2.55336 2.04956
H -0.98191 1.80335 -0.12141
H -0.36765 3.43832 0.28847
H 1.80292 2.90504 0.27249
H 1.68667 1.45298 1.16677
H 1.04292 2.03261 -1.73348
H -1.99930 0.22325 2.43140
H -0.35573 0.25270 2.71666
H -0.76484 0.05073 1.19465
H -2.26792 -1.19751 0.14932
H -1.27857 -0.82201 -1.08932
O -1.94973 -0.57963 -0.55288
H -2.12556 1.51163 -2.32895
H -3.67646 1.78646 -2.68260
O -2.81738 1.82470 -3.06436
H 0.08320 0.62659 -4.11622
H -0.00846 2.21542 -3.99146
O 0.41422 1.44073 -3.53315
H 2.19580 0.43408 4.39560
H 1.91094 1.74417 3.65878
O 1.48252 0.94297 3.97318
H -1.42674 -4.46571 -0.41751
H -0.05217 -3.96871 -0.87041
O -0.70968 -3.97925 -0.12256
H -3.63743 -1.99964 1.72861
H -2.21007 -2.18504 1.61024
O -2.85979 -1.51241 1.65525
H 1.25509 -1.44830 2.15559
H 0.27462 -2.53632 1.57371
O 0.30313 -1.64200 1.87083
H 0.82058 -1.75908 -2.09091
H 0.00152 -2.76390 -2.93740
O 0.11307 -2.37612 -2.01562
H 3.49755 -1.15520 0.64600
H 2.43138 -0.24117 0.31283
O 2.84023 -0.67780 1.12503
H 3.03349 -1.32285 -3.28658
H 2.18813 -0.41758 -2.60385
O 2.16834 -1.03656 -3.35875
```

Summary:
net charge = +1
ΔE to the lowest compared entry with this formula, charge and spin = 2.942 eV
DFT total energy = -1052.51064 Eh


(2)
The following is a quantum chemistry calculation of a molecular structure, C20H44Cl26N2O5PS2, from the OMol25 dataset.

The geometry in XYZ format:
```
100
Properties=species:S:1:pos:R:3
C 2.33870 -1.54891 2.14725
C 1.69422 -2.78943 2.78091
C 0.23688 -2.61447 3.20487
C -0.71996 -3.33169 2.25124
C -2.17828 -2.85796 2.35663
C -2.68873 -2.10627 1.10442
C -2.59228 -0.55306 1.22488
S -1.47965 0.36170 0.15478
O -2.05589 1.70726 0.16115
O -0.14821 0.22719 0.71783
N -1.62735 -0.24295 -1.32062
S -0.74334 -1.49050 -1.78977
O -1.54198 -2.34154 -2.67281
O 0.01117 -2.17607 -0.75233
P 0.60597 -0.64140 -3.28949
N 1.07442 -2.14479 -3.98322
O 1.95707 -0.25663 -2.45990
H 2.74272 -1.78510 1.15060
H 1.63633 -0.70606 2.06319
H 3.19959 -1.23434 2.76052
H 2.29678 -3.07493 3.66000
H 1.76938 -3.63593 2.07803
H -0.03699 -1.54923 3.27669
H 0.10291 -3.08180 4.19714
H -0.69461 -4.40489 2.51024
H -0.35212 -3.25292 1.21934
H -2.82519 -3.74152 2.50961
H -2.30957 -2.23942 3.26370
H -2.17948 -2.47703 0.21282
H -3.75875 -2.34769 0.97861
H -3.56671 -0.09663 0.98193
H -2.33049 -0.23225 2.24661
H 1.88616 -2.51490 -3.48126
H 0.32498 -2.82699 -3.82060
H 2.44027 -1.03486 -2.11016
C 2.85813 -5.08272 -5.97798
Cl 3.70252 -6.54843 -6.50822
Cl 2.74072 -4.97388 -4.22367
H 3.41163 -4.22025 -6.33257
H 1.85498 -5.09351 -6.38764
C 5.93522 -2.27539 5.02223
Cl 5.83632 -1.64631 3.37876
Cl 4.39102 -2.15544 5.88421
H 6.21886 -3.32021 4.97296
H 6.67406 -1.69997 5.56829
C 8.47329 -5.47476 3.26991
Cl 6.71765 -5.48169 3.09665
Cl 9.02504 -4.36139 4.53217
H 8.79711 -6.47428 3.53570
H 8.90893 -5.16202 2.32807
C -4.73609 3.40530 -0.22212
Cl -5.16740 5.06865 -0.66620
Cl -6.17238 2.39827 0.00766
H -4.13370 2.97701 -1.00919
H -4.17298 3.42734 0.70256
C -2.53288 -6.83260 3.29251
Cl -1.23752 -6.72267 4.49913
Cl -1.93921 -6.58224 1.65113
H -2.97660 -7.82087 3.35548
H -3.26675 -6.06532 3.51310
C 2.41489 2.53123 0.53151
Cl 3.68312 1.47248 1.16450
Cl 2.22557 3.99425 1.51567
H 2.69256 2.83254 -0.47100
H 1.47357 1.98404 0.53332
C -4.69542 8.40217 -1.97957
Cl -4.44840 9.15037 -3.56853
Cl -6.37307 8.52692 -1.44296
H -4.42861 7.35388 -2.05335
H -4.06482 8.91380 -1.26217
C -5.13163 12.67617 -4.36514
Cl -6.87761 12.90744 -4.48872
Cl -4.27203 13.34140 -5.76589
H -4.77916 13.18709 -3.47675
H -4.92711 11.61343 -4.30865
C 6.40513 -2.54919 -5.05074
Cl 6.83345 -1.92594 -6.65036
Cl 4.71144 -2.25784 -4.64786
H 6.57682 -3.61991 -5.04658
H 7.02497 -2.05440 -4.31206
C -3.38044 1.65251 -3.88398
Cl -4.15415 3.21284 -4.23560
Cl -2.33306 1.13506 -5.19782
H -2.77432 1.74238 -2.98608
H -4.15666 0.90837 -3.74912
C 3.71583 -1.54638 9.43959
Cl 4.49584 -0.40235 10.54409
Cl 1.96294 -1.59377 9.65242
H 3.93245 -1.24394 8.42205
H 4.11128 -2.53527 9.64018
C -6.35476 -8.26282 1.67989
Cl -5.34620 -6.86651 1.30570
Cl -5.83234 -9.11292 3.14341
H -7.37244 -7.92348 1.83458
H -6.29847 -8.95507 0.84788
C -0.93649 15.38765 -6.41172
Cl 0.18486 15.46458 -5.04761
Cl -0.12400 15.64244 -7.96180
H -1.39836 14.40718 -6.42153
H -1.68308 16.16292 -6.28498
```

Summary:
net charge = -1
ΔE to the lowest compared entry with this formula, charge and spin = 0.000 eV
DFT total energy = -14376.94870 Eh


(3)
The following is a quantum chemistry calculation of 2 unconnected molecules or ions with the total composition CH3F2OPS at a distorted geometry, from the OMol25 dataset.

The geometry in XYZ format:
```
9
Properties=species:S:1:pos:R:3
C -0.14837 0.11309 0.11430
O -0.92200 0.15148 1.31957
F -1.59109 -2.22566 1.30863
F 1.38056 -1.88448 2.04439
P -1.05500 -1.06028 2.29856
S -1.97029 -0.83185 3.96890
H 0.69337 0.78859 0.24395
H -0.79058 0.45434 -0.69621
H 0.21762 -0.89241 -0.08607
```

Summary:
ΔE to the lowest compared entry with this formula, charge and spin = 3.379 eV
DFT total energy = -1054.38350 Eh


(4)
The following is a quantum chemistry calculation of 2 unconnected molecules or ions with the total composition C5H14O at a distorted geometry, from the OMol25 dataset.

The geometry in XYZ format:
```
20
Properties=species:S:1:pos:R:3
C -1.33700 -2.61059 0.18024
C -0.18102 -2.49746 -0.83148
C 1.17821 -2.39826 -0.00970
H -1.04077 -2.92287 1.20697
H -2.16415 -3.28402 -0.19738
H -1.64106 -1.56428 0.48729
H -0.46838 -1.70971 -1.44797
H -0.04014 -3.40525 -1.32279
H 1.88809 -1.91728 -0.62925
H 0.96890 -1.65782 0.67202
H 1.47721 -3.22714 0.62209
C -0.87302 2.21324 0.68574
C 0.01371 2.90289 -0.22585
O 1.36292 2.46958 0.03986
H -0.56744 2.15463 1.75958
H -1.81083 2.87147 0.77115
H -1.10552 1.18752 0.32985
H -0.05509 4.01815 -0.15233
H -0.39637 2.60174 -1.24392
H 1.24701 1.43928 0.03214
```

Summary:
SMILES string = CCC.CCO
ΔE to the lowest compared entry with this formula, charge and spin = 2.072 eV
DFT total energy = -274.06592 Eh